Record 1
14
Properties=species:S:1:pos:R:3 method="wB97M-V/def2-TZVPD" relative_energy_kj_mol=88.0 energy_ev=-19517.116 homo_ev=-10.868 lumo_energy_ev=1.00 multiplicity=1 total_charge=0 smiles=C[C@@H](Cl)CCF orbital_gap_ev=11.87
C -0.16111 -1.29850 -0.75617
C 0.55212 -0.02641 -0.81852
Cl 0.36448 0.52568 -2.60337
C -0.15005 0.91034 0.04067
C -0.02697 0.51618 1.50324
F -0.98377 0.99316 2.39256
H 0.18007 -1.96438 -1.52314
H 0.09206 -1.79946 0.18856
H -1.26189 -1.20552 -0.96222
H 1.63966 0.07617 -0.59250
H 0.23085 1.92758 -0.09616
H -1.21380 1.02269 -0.22263
H -0.19827 -0.57214 1.65619
H 0.93661 0.89461 1.79351

---

Record 2
169
Properties=species:S:1:pos:R:3 method="wB97M-V/def2-TZVPD" energy_ev=-107295.224 homo_ev=-18.317 lumo_energy_ev=-10.00 multiplicity=1 total_charge=+5 orbital_gap_ev=8.32
N -0.78722 -0.89800 -1.54639
S -2.08623 -0.08260 -1.13908
O -2.43766 1.13095 -1.81593
O -2.60411 -0.40717 0.15185
F -3.05608 -1.08346 -2.01591
S 0.33507 0.23100 -0.96391
O 0.00793 0.86419 0.28973
O 1.18530 0.89109 -1.90506
F 1.31927 -0.88827 -0.41827
C -6.01694 1.17488 -8.26935
O -4.91234 0.69227 -7.50069
C -5.20969 -0.31809 -6.58956
C -4.06523 -0.42819 -5.57853
N -2.87453 -0.94315 -6.37585
H -3.16549 -1.88731 -6.64769
H -2.66415 -0.53810 -7.29407
C -1.54637 -0.91561 -5.60824
C -0.97701 0.47795 -5.54442
O -1.78859 1.39239 -4.89931
C -1.22713 2.54557 -4.29530
H -6.22132 2.21422 -8.01449
H -6.91703 0.56265 -8.26919
H -5.67507 1.20623 -9.30632
H -5.31465 -1.32860 -7.01374
H -6.13751 -0.16654 -6.03195
H -4.37226 -1.11138 -4.79433
H -3.82959 0.59584 -5.29883
H -0.88608 -1.53962 -6.21126
H -1.78622 -1.35745 -4.64322
H -0.59813 0.77143 -6.52907
H -0.13928 0.33095 -4.83600
H -0.77169 3.26811 -4.97151
H -0.49858 2.18619 -3.55556
H -1.96609 3.03762 -3.66965
C -0.44327 -1.41225 2.95050
O 0.04595 -0.95793 4.21240
C -1.01263 -0.87522 5.12533
C -0.57543 -0.45657 6.51704
N 0.32562 -1.54897 7.13595
H 0.68336 -2.11082 6.36152
H 1.15549 -1.09086 7.51313
C -0.18102 -2.52725 8.18034
C -1.07567 -1.84949 9.24069
O -0.39768 -0.76103 9.80552
C 0.73540 -1.10794 10.64537
H 0.37774 -1.56239 2.25052
H -1.06120 -0.65338 2.46034
H -1.04495 -2.32476 2.91448
H -1.54492 -1.83185 5.20352
H -1.67837 -0.05391 4.82409
H -1.35264 -0.37342 7.27145
H -0.00558 0.47062 6.51031
H 0.68384 -3.10181 8.50605
H -0.80144 -3.24461 7.63754
H -1.48461 -2.56011 9.96180
H -1.95486 -1.56747 8.65634
H 1.25785 -1.99175 10.28127
H 0.47288 -1.23938 11.69369
H 1.30042 -0.18217 10.55447
C 4.61692 -1.04928 1.09465
O 4.82751 -1.10599 2.49253
C 3.71798 -1.64490 3.18391
C 3.70282 -1.11130 4.60304
N 4.55178 -1.96296 5.55632
H 4.53013 -1.46849 6.45343
H 4.06648 -2.83432 5.76946
C 5.95997 -2.21784 5.11223
C 6.78827 -0.97820 4.94484
O 6.57349 -0.16760 6.08837
C 7.35887 0.99543 6.20410
H 4.49759 -2.04539 0.65372
H 5.49672 -0.59975 0.64240
H 3.71705 -0.48900 0.82523
H 3.67618 -2.73200 3.05795
H 2.80793 -1.25947 2.70796
H 2.66444 -1.14955 4.93676
H 4.03707 -0.08129 4.69398
H 5.91311 -2.81014 4.19676
H 6.43988 -2.93875 5.77603
H 6.56312 -0.35457 4.07742
H 7.84103 -1.26720 4.88333
H 8.35749 0.79858 6.59805
H 6.86917 1.73277 6.83726
H 7.53102 1.55407 5.27548
C 2.04983 -3.17300 -6.14470
O 1.42212 -3.60483 -4.94493
C 1.84923 -2.87719 -3.82048
C 1.35639 -3.55679 -2.55817
N -0.15430 -3.57318 -2.46354
H -0.36618 -2.60430 -2.13897
H -0.59708 -3.72959 -3.36790
C -0.67838 -4.58733 -1.49940
C -2.11322 -4.26242 -1.09632
O -2.54486 -5.09258 -0.04537
C -3.73153 -4.65855 0.58886
H 3.13262 -3.14125 -6.01362
H 1.69698 -2.18274 -6.46695
H 1.70130 -3.87981 -6.89510
H 1.59574 -1.81556 -3.93588
H 2.94121 -2.88836 -3.71388
H 1.67719 -3.07497 -1.63663
H 1.67235 -4.59810 -2.50915
H -0.05080 -4.62323 -0.60723
H -0.55652 -5.54887 -1.99652
H -2.75835 -4.56180 -1.93618
H -2.27097 -3.19255 -0.95599
H -3.64215 -3.68842 1.08812
H -3.87249 -5.44700 1.32785
H -4.66200 -4.60602 0.01478
C -2.61564 4.47681 0.40820
C -4.02156 4.25432 0.97729
C -4.05479 3.00379 1.85548
N -5.42385 2.55794 2.34322
C -6.22131 1.90621 1.21507
C -5.69342 0.56634 0.67870
C -5.34608 -0.34750 1.84839
C -4.42602 0.29361 2.90166
C -5.11746 1.53505 3.43334
C -6.17175 3.72431 2.89736
H -2.57388 5.39062 -0.17815
H -2.32754 3.60325 -0.17992
H -1.89002 4.57064 1.21809
H -4.77612 4.08534 0.20625
H -4.32719 5.13574 1.54113
H -3.35437 3.02025 2.69087
H -3.69375 2.16060 1.26308
H -6.38085 2.61206 0.39831
H -7.23089 1.84986 1.62862
H -5.04079 0.79550 -0.15996
H -6.62295 0.18659 0.24501
H -4.92746 -1.29789 1.51858
H -6.26826 -0.62246 2.36824
H -3.49430 0.43610 2.35316
H -4.26852 -0.40172 3.72565
H -4.53157 2.05993 4.18783
H -6.03747 1.23480 3.93672
H -7.10583 3.43599 3.38432
H -6.52339 4.30323 2.04524
H -5.60332 4.28710 3.63197
C 3.20768 2.99540 -0.10646
C 3.88915 2.32969 -1.29824
C 3.63009 3.23410 -2.51995
N 4.05100 2.69530 -3.88769
C 3.24742 1.43995 -4.27403
C 3.51774 0.98031 -5.70833
C 3.28019 2.09455 -6.73819
C 4.03273 3.34424 -6.34339
C 3.80862 3.81657 -4.88914
C 5.53504 2.43410 -3.78696
H 2.13191 3.08650 -0.27442
H 3.56353 3.98066 0.19094
H 3.29121 2.37701 0.79093
H 3.56604 1.31862 -1.53465
H 4.96653 2.27674 -1.13358
H 4.02147 4.24597 -2.39540
H 2.57101 3.48016 -2.64830
H 2.19528 1.67713 -4.11865
H 3.49625 0.69313 -3.52275
H 2.77620 0.19393 -5.87426
H 4.49998 0.53862 -5.87331
H 2.21098 2.28762 -6.84248
H 3.69844 1.83138 -7.70921
H 3.79426 4.17337 -7.00936
H 5.11089 3.19945 -6.44087
H 2.78051 4.14078 -4.73877
H 4.57002 4.54370 -4.61978
H 5.84043 2.13187 -4.78406
H 5.76035 1.69902 -3.02122
H 6.08356 3.33404 -3.51264

---

Record 3
119
Properties=species:S:1:pos:R:3 method="wB97M-V/def2-TZVPD" relative_energy_kj_mol=518.8 energy_ev=-64600.515 homo_ev=-9.467 lumo_energy_ev=-5.93 multiplicity=1 total_charge=+1 orbital_gap_ev=3.53
C -5.27336 -51.43418 18.40242
C -6.70435 -52.02021 18.45011
C -7.13114 -52.46737 19.72695
C -7.43874 -51.16960 20.63599
C -8.56361 -50.53966 20.02557
C -8.44914 -50.13760 18.53212
N -7.59316 -51.12779 17.77441
O -7.43314 -50.88963 16.48494
C -7.68872 -48.67569 18.53261
C -9.72597 -49.93966 17.80035
C -6.69160 -53.24674 17.62852
H -5.29723 -50.34796 18.83506
H -4.79578 -51.20046 17.44332
H -4.63793 -51.99275 18.96455
H -6.48671 -53.10943 20.32938
H -8.14690 -52.88809 19.73838
H -6.57771 -50.64863 20.79585
H -7.71380 -51.47239 21.49888
H -8.69779 -49.69744 20.50352
H -9.64579 -51.02509 20.14630
H -7.59307 -48.26166 17.48673
H -6.79462 -48.77470 18.83699
H -8.12904 -47.92831 19.08182
H -10.31520 -49.11824 18.52780
H -10.29875 -50.68202 17.86734
H -9.77319 -49.57277 16.82105
H -6.44750 -53.06320 16.56616
H -7.63537 -53.86519 17.52768
H -5.84112 -53.99472 17.90116
N -9.79387 -44.31661 19.19305
C -10.33200 -45.62545 18.97548
C -9.84163 -46.14904 17.87435
C -8.90172 -45.23213 17.26016
C -8.83534 -44.07840 18.25708
H -9.99167 -43.67836 19.89489
H -10.94877 -46.02323 19.79643
H -10.08469 -46.97395 17.41324
H -8.00130 -45.16323 16.44074
H -8.35286 -43.28372 18.13287
N -0.12874 -50.36209 16.48670
C -0.47313 -49.70860 15.29150
C -1.89460 -49.10672 15.62681
C -2.24832 -49.56980 16.96368
C -1.08761 -50.36753 17.45434
H 0.80835 -50.89266 16.55913
H 0.31797 -49.61251 14.56468
H -2.52288 -48.58239 14.62292
H -3.13479 -49.52085 17.56317
H -0.95343 -50.72229 18.50760
N -14.05036 -48.73018 20.32240
C -13.14826 -49.10702 21.33093
C -12.44263 -50.30247 20.81732
C -13.09681 -50.68307 19.53685
C -14.12354 -49.66125 19.30582
H -14.89678 -48.03706 20.39876
H -13.22730 -48.54365 22.29842
H -11.54064 -50.71851 21.21472
H -12.76954 -51.55460 18.76706
H -14.96203 -49.68659 18.62701
N -13.47865 -48.61149 13.87171
C -13.51966 -47.93480 15.01722
C -12.82245 -48.91280 16.11536
C -12.29588 -50.12332 15.32768
C -12.85890 -49.88644 13.86745
H -13.90534 -48.24565 13.11631
H -14.03243 -46.96830 15.15380
H -12.45734 -48.49209 17.07614
H -11.80608 -50.82719 15.68740
H -12.51180 -50.49276 12.89657
N -4.31019 -54.14819 21.63204
C -4.78371 -55.37931 21.17977
C -3.96341 -55.69640 19.86374
C -2.82521 -54.71158 19.95959
C -3.06015 -53.81958 21.11176
H -4.64721 -53.61401 22.44745
H -5.46687 -55.71632 21.62697
H -4.29813 -56.52299 19.13371
H -1.98494 -54.84565 19.51547
H -2.45527 -52.97346 21.47006
N -11.25640 -53.65920 22.51880
C -9.97894 -54.30670 22.47318
C -9.67884 -54.45199 20.97037
C -10.77421 -53.88543 20.18739
C -11.72838 -53.23624 21.23080
H -11.61324 -53.40722 23.49692
H -9.26445 -54.54166 23.19509
H -8.75271 -54.80663 20.44162
H -10.94030 -53.92546 19.16849
H -12.64565 -52.79655 20.95300
N -2.04771 -52.66619 15.99687
C -1.55197 -53.87089 16.37191
C -2.54168 -54.99456 16.21385
C -3.69465 -54.25786 15.49471
C -3.37747 -52.75724 15.64780
H -1.46859 -51.82804 16.19096
H -0.42310 -53.88792 16.77149
H -2.45134 -56.02786 16.46144
H -4.65646 -54.74453 15.19866
H -3.97686 -51.92288 15.39388
N -8.79118 -50.61192 25.52025
C -9.50371 -50.12341 24.47449
C -10.75057 -49.32309 24.94242
C -10.74345 -49.39988 26.44035
C -9.45428 -50.16061 26.75341
H -7.83657 -51.01325 25.56609
H -9.37249 -50.48032 23.48408
H -11.51415 -48.81864 24.12790
H -11.41307 -48.82897 27.02269
H -9.05055 -50.28952 27.75851
N -8.87901 -57.98971 16.53899
C -7.90926 -57.36210 17.38678
C -6.59519 -57.25961 16.56779
C -7.00423 -57.74036 15.06130
C -8.52255 -58.15445 15.22912
H -9.77573 -58.22995 16.78754
H -8.09754 -57.03927 18.39863
H -5.64591 -56.74361 16.86292
H -6.44863 -57.68380 14.19124
H -9.26184 -58.41248 14.44778

---

Record 4
10
Properties=species:S:1:pos:R:3 method="wB97M-V/def2-TZVPD" relative_energy_kj_mol=116.5 energy_ev=-8750.616 homo_ev=-10.458 lumo_energy_ev=0.55 multiplicity=1 total_charge=0 smiles="NC(=O)O.O" orbital_gap_ev=11.01
N -0.90367 -1.50145 0.07443
C -0.31817 -0.32013 -0.31315
O 0.79128 -0.26216 -0.78125
O -1.31408 0.55914 -0.64103
H -1.90352 -1.57689 -0.03219
H -0.57193 -2.05010 0.85369
H -1.16051 1.50892 -0.51550
O 1.55307 1.20462 1.29212
H 1.77889 1.97113 0.77167
H 1.56425 0.35437 0.82192

---

Record 5
75
Properties=species:S:1:pos:R:3 method="wB97M-V/def2-TZVPD" relative_energy_kj_mol=108.6 energy_ev=-103044.674 homo_ev="-5.022 / -6.582" lumo_energy_ev="0.15 / 0.05" multiplicity=5 total_charge=0 orbital_gap_ev="5.18 / 6.63"
C 3.48116 -0.61782 -0.69773
C 2.59281 -0.49270 -1.81154
C 2.72145 0.85219 -2.31672
H 2.02341 -1.32335 -2.23504
C 3.65351 1.58016 -1.43508
C 4.03942 0.64860 -0.39960
H 4.71853 0.85749 0.42939
H 3.73241 -1.56742 -0.22024
H 2.26527 1.19925 -3.25502
H 3.99193 2.60352 -1.61360
Fe 1.80327 1.26085 -0.42739
Si -0.48991 -1.91417 1.99373
C -1.31710 -2.63012 0.48483
C -2.40529 -3.48122 0.77194
H -2.73657 -3.60517 1.80938
C -3.05644 -4.17665 -0.24396
H -3.90765 -4.81605 0.00644
C -2.63263 -4.05023 -1.57501
H -3.12945 -4.62288 -2.36286
C -1.57060 -3.18659 -1.88015
H -1.26270 -3.06014 -2.93231
C -0.90996 -2.48582 -0.86787
H -0.09027 -1.81845 -1.15176
C -0.03825 1.96980 -0.72317
C -0.19438 1.93619 -2.16908
H -0.60830 1.04873 -2.67108
C 0.05259 3.08959 -2.87879
H -0.32015 3.15978 -3.91672
C 0.77153 4.15949 -2.32064
H 0.92201 5.06202 -2.92447
C 1.27898 4.09769 -1.02230
H 1.89225 4.91106 -0.58981
C 0.81371 3.08034 -0.17956
H 0.87377 3.18124 0.90422
H 0.80630 -1.48339 1.43224
Si -1.33255 1.38852 0.43362
C -2.16639 3.06086 0.68474
C -3.18680 3.36062 -0.23508
H -3.62549 2.55540 -0.82653
C -3.65946 4.66037 -0.43042
H -4.41266 4.83759 -1.20916
C -3.15044 5.70590 0.33719
H -3.48851 6.73412 0.15669
C -2.17072 5.42960 1.29513
H -1.73889 6.24682 1.87977
C -1.69553 4.11531 1.48093
H -0.92613 3.91083 2.22668
C -2.85928 0.36926 -0.07141
C -3.07777 0.09646 -1.42827
H -2.41232 0.49418 -2.19779
C -4.15542 -0.68444 -1.84333
H -4.26084 -0.94468 -2.89496
C -5.08179 -1.15305 -0.91358
H -5.90350 -1.79070 -1.23782
C -4.93042 -0.83543 0.43790
H -5.65509 -1.21845 1.15850
C -3.84729 -0.04786 0.85536
H -3.78345 0.24369 1.90836
H -0.29018 -2.65501 3.19758
Cl -0.95567 0.45310 2.41332
O 3.36193 -4.01282 -0.08057
C 2.62840 -3.86721 1.14977
C 3.54288 -3.07452 2.03990
C 4.61576 -3.72656 2.67415
C 5.56644 -2.93072 3.29893
C 5.39334 -1.53846 3.27409
C 4.25841 -1.00551 2.66498
N 3.34147 -1.76430 2.07901
H 2.85885 -4.61361 -0.64834
H 2.44061 -4.86336 1.61546
H 1.69495 -3.29186 0.96368
H 4.65753 -4.81975 2.60480
H 6.43086 -3.38910 3.79051
H 6.11295 -0.86896 3.72588
H 4.09758 0.06792 2.65967